(1)
The following is a DFT calculation (the ωB97M-V functional and the def2-TZVPD basis) of a single C4H7NO molecule in a non-equilibrium geometry.

Calculated values
Energy above the lowest of the compared OMol25 structures with the same formula, charge and spin ... 49.1 kcal/mol
E_LUMO ... 0.6 eV
2S+1 ... 1
E_HOMO ... -10.5829 eV
SMILES ... N#CCCCO
HOMO-LUMO gap ... 11.2 eV
DFT total energy ... -286.55344 Ha

Last columns: bonded neighbours and bond lengths (Å).
Atoms and positions in Å:
1 N -1.957 -0.452 -2.464  C2 1.219
2 C -1.435 -0.509 -1.364  N1 1.219, C3 1.477
3 C -1.119 -0.764 0.056  C2 1.477, C4 1.523, H7 1.118, H8 1.088
4 C 0.355 -0.504 0.331  C3 1.523, C5 1.541, H9 1.162, H10 1.125
5 C 0.633 0.998 0.125  C4 1.541, O6 1.451, H11 1.134, H12 1.127
6 O 2.017 1.328 0.410  C5 1.451, H13 1.059
7 H -1.824 -0.165 0.684  C3 1.118
8 H -1.128 -1.841 0.208  C3 1.088
9 H 0.953 -1.143 -0.434  C4 1.162
10 H 0.652 -0.924 1.332  C4 1.125
11 H 0.549 1.405 -0.930  C5 1.134
12 H -0.046 1.668 0.726  C5 1.127
13 H 2.351 0.903 1.320  O6 1.059



(2)
The following is a DFT calculation (the ωB97M-V functional and the def2-TZVPD basis) of 2 unconnected molecules or ions with the total composition C4H7NO.

Calculated values
Energy above the lowest of the compared OMol25 structures with the same formula, charge and spin ... 62.6 kcal/mol
E_LUMO ... 0.9 eV
2S+1 ... 1
E_HOMO ... -8.0813 eV
SMILES ... CC=C=O.C=N
HOMO-LUMO gap ... 9.0 eV
DFT total energy ... -286.53183 Ha

Last columns: bonded neighbours and bond lengths (Å).
Atoms and positions in Å:
1 C -1.049 1.763 0.969  C2 1.507, H5 1.096, H6 1.096, H7 1.096
2 C -0.310 0.780 0.099  C1 1.507, C3 1.327, H8 1.084
3 C -1.040 -0.175 -0.464  C2 1.327, O4 1.174
4 O -1.883 -0.914 -0.814  C3 1.174
5 H -1.256 2.690 0.422  C1 1.096
6 H -2.005 1.344 1.304  C1 1.096
7 H -0.465 2.011 1.862  C1 1.096
8 H 0.718 0.960 -0.192  C2 1.084
9 C 1.576 -1.745 -0.257  N10 1.266, H11 1.099, H12 1.100
10 N 0.798 -1.338 -1.168  C9 1.266, H13 1.016
11 H 1.299 -1.486 0.775  C9 1.099
12 H 2.510 -2.298 -0.434  C9 1.100
13 H 1.107 -1.593 -2.102  N10 1.016



(3)
The following is a DFT calculation (the ωB97M-V functional and the def2-TZVPD basis) of a single C4H7NO molecule.

Calculated values
Energy above the lowest of the compared OMol25 structures with the same formula, charge and spin ... 70.5 kcal/mol
E_LUMO ... 1.2 eV
2S+1 ... 1
E_HOMO ... -9.6412 eV
SMILES ... C1N[C@H]1[C@H]1CO1
HOMO-LUMO gap ... 10.8 eV
DFT total energy ... -286.51928 Ha

Last columns: bonded neighbours and bond lengths (Å).
Atoms and positions in Å:
1 C -1.744 -0.314 -0.066  N2 1.463, C3 1.474, H7 1.089, H8 1.082
2 N -1.296 1.007 0.377  C1 1.463, C3 1.458, H9 1.012
3 C -0.533 0.297 -0.643  C1 1.474, N2 1.458, C4 1.499, H10 1.088
4 C 0.784 -0.383 -0.417  C3 1.499, C5 1.462, O6 1.417, H11 1.094
5 C 1.881 0.187 0.364  C4 1.462, O6 1.426, H12 1.091, H13 1.089
6 O 1.048 -0.839 0.899  C4 1.417, C5 1.426
7 H -1.537 -1.134 0.621  C1 1.089
8 H -2.688 -0.341 -0.594  C1 1.082
9 H -0.980 0.835 1.322  N2 1.012
10 H -0.634 0.736 -1.634  C3 1.088
11 H 1.034 -1.103 -1.201  C4 1.094
12 H 2.907 -0.112 0.150  C5 1.091
13 H 1.757 1.166 0.822  C5 1.089



Question: Which of these has the highest HOMO-LUMO gap?
Answer: number 1



Question: energy above the lowest of the compared OMol25 structures with the same formula, charge and spin of number 3 (C4H7NO)?
Answer: 70.5 kcal/mol